Entry 1:
Molecular formula: C52H41IN2O2PTl
Method: DFT, wB97M-V/def2-TZVPD

Positions of all 100 atoms, in Å:
Tl (-1.3301, 0.4843, -1.7470)
O (-0.1356, 1.3826, 0.1951)
C (0.7111, 2.3627, 0.1707)
C (0.6964, 3.3006, 1.2909)
C (1.4819, 4.3786, 1.2837)
C (2.4204, 4.6359, 0.2768)
C (2.5032, 3.7135, -0.7478)
C (1.7570, 2.5519, -0.7890)
C (1.9416, 1.6864, -1.9054)
N (1.1639, 0.7686, -2.2955)
C (1.5141, -0.1767, -3.3793)
C (1.5068, -1.6088, -2.7651)
N (0.3085, -1.8988, -2.0457)
C (-0.0068, -3.1459, -1.8693)
C (-1.2594, -3.6340, -1.2384)
C (-1.7096, -4.9523, -1.5389)
C (-2.8137, -5.5322, -0.9433)
C (-3.4814, -4.7120, 0.0169)
C (-3.0676, -3.4570, 0.3417)
C (-1.9162, -2.7959, -0.2931)
O (-1.7134, -1.6181, 0.0435)
H (-0.0951, 3.2003, 1.9962)
H (1.5916, 4.9442, 2.2173)
H (2.9942, 5.5229, 0.3108)
H (3.2953, 3.8465, -1.4356)
H (2.9318, 1.7251, -2.2660)
H (2.4615, -0.0493, -3.8160)
H (0.7435, -0.1176, -4.1492)
H (2.3997, -1.7495, -2.1104)
H (1.7559, -2.3952, -3.5563)
H (0.6677, -3.9349, -2.2103)
H (-1.1264, -5.5710, -2.2505)
H (-3.1621, -6.4555, -1.2711)
H (-4.3437, -5.1756, 0.4771)
H (-3.6340, -2.8591, 1.0129)
I (-2.3438, 0.0119, 2.8972)
C (-2.7689, 0.3812, 4.9634)
C (-4.0242, 0.0539, 5.3510)
C (-4.4077, -0.1162, 6.7369)
C (-3.5676, 0.2812, 7.7229)
C (-2.2354, 0.6648, 7.4200)
C (-1.3444, 0.9034, 8.4908)
C (-0.0454, 1.1271, 8.2771)
C (0.4969, 1.0399, 6.9815)
C (-0.3198, 0.9144, 5.8534)
P (0.4557, 1.0643, 4.2233)
C (0.8995, -0.6230, 3.7388)
C (1.0599, -1.6609, 4.6627)
C (1.3709, -2.9534, 4.2448)
C (1.4596, -3.2319, 2.8593)
C (1.2117, -2.2147, 1.9186)
C (0.9930, -0.9049, 2.4154)
C (2.1751, 1.8243, 4.6562)
C (3.3432, 1.0545, 4.8267)
C (4.5513, 1.7272, 5.0435)
C (4.6085, 3.1039, 4.9605)
C (3.4987, 3.8702, 4.8209)
C (2.2076, 3.2326, 4.6597)
C (-1.7271, 0.6633, 6.0298)
H (-4.6773, -0.3508, 4.6213)
H (-5.4060, -0.5191, 6.9279)
H (-3.8599, 0.3297, 8.8333)
H (-1.7236, 0.8227, 9.5224)
H (0.6546, 1.3904, 9.0335)
H (1.4837, 1.2669, 6.9741)
H (1.0557, -1.3867, 5.7349)
H (1.5187, -3.7336, 4.9596)
H (1.7721, -4.2218, 2.5926)
H (1.1205, -2.3228, 0.8571)
H (0.8024, -0.0506, 1.5892)
H (3.2752, 0.0228, 4.9622)
H (5.4644, 1.2771, 5.3507)
H (5.5555, 3.5332, 5.0678)
H (3.6851, 4.9172, 4.6928)
H (1.3120, 3.9196, 4.5911)
C (0.2125, -4.4025, -6.2480)
C (-0.8033, -4.0033, -5.4608)
C (-1.3803, -2.6478, -5.6204)
C (-0.7136, -1.7085, -6.4580)
C (0.3461, -2.1985, -7.2708)
C (0.8452, -3.5036, -7.1536)
C (-1.1181, -0.2731, -6.5368)
C (-0.6104, 0.5198, -7.4475)
C (-1.0959, 1.9007, -7.6175)
C (-1.9899, 2.3344, -8.6511)
C (-2.3124, 3.6421, -8.8050)
C (-1.8673, 4.6163, -7.9212)
C (-1.0437, 4.1768, -6.8255)
C (-0.5620, 2.8959, -6.7174)
H (0.6096, -5.4386, -6.0383)
H (-1.3328, -4.6984, -4.7770)
H (-2.1686, -2.4767, -4.8702)
H (0.7924, -1.4225, -7.8999)
H (1.4840, -3.8723, -7.9455)
H (-1.8238, 0.1703, -5.7870)
H (-2.3633, 1.5958, -9.3445)
H (-2.8381, 3.9058, -9.7175)
H (-2.2144, 5.6322, -7.9371)
H (-0.7211, 4.9239, -6.1326)
H (0.0381, 2.5601, -5.8921)

Cartesian forces, eV/Å:
0.0584 -0.5226 0.3980
0.6123 0.6781 -0.3148
-0.6350 -0.3399 1.3541
-0.9715 -1.3839 -1.9002
1.7782 1.2347 1.2062
-0.8718 -0.9190 -0.3587
0.6748 0.7553 1.2860
-1.8447 0.4179 0.3995
-0.0805 -1.3824 0.4648
-0.4716 -0.4811 -1.1102
-1.4395 -0.8586 1.9412
1.6866 -0.8479 -0.8154
-1.0832 -1.5024 0.2222
-0.7519 1.2062 -0.0448
1.5947 0.1839 -0.5579
0.5188 -0.1326 0.1111
0.9943 2.7845 0.4185
0.0470 -1.0789 -0.4906
0.6463 -0.4695 -0.9091
-2.5406 -1.7807 0.6252
1.1199 1.7127 -0.0978
-0.2448 -0.4350 0.6464
-0.5445 0.3407 -0.4090
0.7208 0.6367 -0.0670
0.5951 0.0933 -1.0659
1.4602 0.2403 -1.1813
1.4645 0.6444 -0.6294
-0.0353 0.0304 -0.0685
-0.4471 0.6264 0.0508
-0.6993 0.9636 0.3993
0.1508 -0.1206 -0.3334
-0.2567 0.6134 0.2871
-0.6088 -1.5199 -0.2206
-0.2921 0.2834 0.2855
-0.3098 0.4231 0.6432
-0.3765 0.1481 0.4826
2.2122 0.1378 1.0418
0.1506 -0.9969 1.6733
-0.3047 0.6859 -0.9986
-0.3604 0.1430 1.5356
0.8301 -0.3393 -1.5850
-1.5099 -0.2589 0.8463
1.1175 -0.0890 -1.0979
-3.8512 0.3689 0.1955
0.3615 -0.8421 0.8843
1.2325 1.3721 -0.6471
0.0886 -0.4098 1.5105
0.5318 -0.0033 0.7070
-0.2293 0.9754 -1.1561
-0.1888 1.0168 0.3580
0.1066 0.6526 1.8682
-0.4974 1.0174 -4.0497
-1.4184 0.0551 -0.3990
0.3295 2.5340 0.6460
-1.0898 -0.1993 -0.1559
-0.2595 -0.9637 0.2747
-2.2167 -0.7191 -0.8968
1.5342 1.0833 0.4442
-1.6285 0.0715 0.4188
-0.6961 0.0299 -0.6307
0.3194 0.2641 0.0951
0.3293 -0.3843 -1.8346
-0.0050 0.2784 -0.5492
0.2320 -0.0848 0.8798
2.9354 0.3700 -0.8630
-0.2414 -0.4715 -0.5911
0.1581 -0.3714 0.3372
-0.2085 -0.4041 -0.4444
0.2435 -0.4573 -0.3929
0.3005 -1.9463 2.0009
-0.1130 -1.5952 -0.1669
0.4713 -0.9600 -0.1347
1.2810 0.8763 0.1247
-0.5762 0.5988 0.1689
0.9195 -1.3148 -0.1538
2.1210 -1.4017 -0.2391
-2.8351 2.5157 0.1497
2.0857 -1.8754 0.6371
-1.0316 -0.8377 1.2132
0.2970 -0.3084 0.7607
-1.8251 0.5373 -0.2635
-0.5317 -0.6483 1.1503
-0.2079 2.1775 -2.1541
0.9279 -0.6184 0.7501
1.3389 -1.6693 1.0323
-0.0689 1.2631 -0.4909
0.7452 -1.0644 1.5831
-0.4328 0.8729 -1.5155
-1.7451 -0.6460 -1.1691
-0.2818 1.1133 -0.7216
0.5940 0.5258 -0.3821
0.2304 0.6878 -0.7840
-0.0879 -0.4729 -0.1083
0.5750 -0.0202 0.3673
0.0839 -0.9521 -0.2647
0.0292 -0.1321 -0.0913
-0.3987 0.2177 0.1957
0.0285 0.3191 -0.2400
0.1341 0.3982 0.5286
0.3478 0.0561 0.1454

Calculated values
E_HOMO (eV): -1.2
Electronic energy (eV): -83744.088
2S+1: 1
Total charge: -2
Energy above the lowest of the compared OMol25 structures with the same formula, charge and spin (kJ/mol): 230.5


Entry 2:
Molecular formula: C52H41MnN5O4P2
Method: DFT, wB97M-V/def2-TZVPD

Positions of all 105 atoms, in Å:
Mn (-1.2480, -0.1852, -0.0482)
C (-4.5917, -2.8840, -0.2843)
C (-4.3484, -3.8733, 0.6661)
C (-3.2734, -3.7068, 1.5031)
C (-2.4378, -2.5810, 1.3707)
N (-2.6720, -1.6227, 0.4378)
C (-3.7460, -1.7996, -0.3519)
N (-1.4093, -2.5216, 2.2436)
C (-0.3298, -1.8373, 2.0937)
N (0.0631, -1.0902, 1.0048)
C (1.3372, -0.6355, 1.2260)
N (2.0823, 0.0567, 0.4167)
C (1.7018, 0.6119, -0.7341)
C (2.6180, 0.9197, -1.7128)
C (2.3410, 1.6589, -2.8783)
C (1.3347, 2.5771, -3.0741)
C (0.4278, 3.0527, -2.0969)
N (0.3000, 0.9031, -1.0374)
C (1.7911, -1.0960, 2.5365)
C (2.9523, -0.8964, 3.2566)
C (3.0116, -1.4232, 4.5420)
C (1.9587, -2.1482, 5.0844)
C (0.7998, -2.3736, 4.3526)
C (0.7316, -1.8296, 3.0884)
H (-5.4262, -2.9521, -0.9625)
H (-4.9816, -4.7435, 0.7311)
H (-3.0138, -4.4239, 2.2640)
H (-3.9228, -1.0393, -1.1012)
H (3.6202, 0.5377, -1.5866)
H (3.0673, 1.5614, -3.6733)
H (1.3428, 3.1030, -4.0183)
H (-1.3131, 4.2912, -2.0102)
H (3.7773, -0.3454, 2.8398)
H (3.8981, -1.2499, 5.1317)
H (2.0379, -2.5341, 6.0899)
H (-0.0306, -2.9307, 4.7520)
C (-3.4818, 2.1464, 1.2630)
C (-2.3284, 2.3757, 2.2366)
P (-0.8215, 1.6163, 1.5150)
C (0.4406, 1.7669, 2.8182)
C (1.7173, 2.2471, 2.5225)
C (2.6865, 2.2835, 3.5070)
C (2.3916, 1.8555, 4.7918)
C (1.1193, 1.3960, 5.0959)
C (0.1511, 1.3316, 4.1106)
C (-0.2809, 2.8733, 0.2971)
C (-0.1402, 4.1762, 0.7003)
C (0.4067, 5.2474, -0.0559)
C (0.4452, 5.3391, -1.3973)
C (-0.2605, 4.3718, -2.2940)
C (0.1607, 2.3373, -0.9437)
P (-2.9201, 1.4714, -0.3793)
C (-4.5005, 1.3722, -1.2490)
C (-5.6906, 1.0087, -0.6085)
C (-6.8684, 0.9392, -1.3245)
C (-6.8853, 1.2388, -2.6795)
C (-5.7185, 1.6290, -3.3173)
C (-4.5326, 1.6860, -2.6120)
C (-1.1245, -1.2420, -1.8130)
C (-1.6114, -0.7230, -2.9550)
C (-1.3518, -1.2431, -4.2818)
C (-0.5313, -2.2716, -4.4883)
C (0.0721, -3.0196, -3.3468)
C (-0.3400, -2.5443, -1.9273)
H (-4.0282, 3.0764, 1.0760)
H (-4.1924, 1.4318, 1.6906)
H (-2.5320, 1.9098, 3.2040)
H (-2.1555, 3.4399, 2.4164)
H (1.9585, 2.5976, 1.5283)
H (3.6753, 2.6469, 3.2666)
H (3.1561, 1.8781, 5.5536)
H (0.8867, 1.0799, 6.1010)
H (-0.8304, 0.9432, 4.3440)
H (-0.3594, 4.3966, 1.7388)
H (0.8094, 6.0624, 0.5319)
H (0.9655, 6.1629, -1.8644)
H (-0.1948, 4.6811, -3.3352)
H (0.1948, 0.6920, -2.0422)
H (-5.6961, 0.7586, 0.4438)
H (-7.7769, 0.6479, -0.8191)
H (-7.8069, 1.1830, -3.2340)
H (-5.7407, 1.8950, -4.3622)
H (-3.6244, 2.0087, -3.1039)
H (-2.2180, 0.1746, -2.9171)
H (-1.8161, -0.7418, -5.1156)
H (-0.2791, -2.6354, -5.4704)
H (-0.1198, -4.0915, -3.4841)
H (-0.8899, -3.3292, -1.3907)
O (1.5205, -2.8924, -3.3304)
C (1.9061, -2.6304, -2.1200)
O (0.9481, -2.4256, -1.2644)
C (3.2778, -2.6013, -1.7571)
C (4.2672, -2.6960, -2.7599)
C (5.6127, -2.6501, -2.4545)
C (5.9554, -2.5173, -1.1170)
O (7.1645, -2.4555, -0.5657)
C (6.9811, -2.3458, 0.8350)
O (5.5884, -2.3367, 1.0957)
C (4.9714, -2.4474, -0.1031)
C (3.6386, -2.4967, -0.3873)
H (3.9580, -2.7948, -3.7892)
H (6.3780, -2.7124, -3.2129)
H (7.4345, -1.4113, 1.1920)
H (7.4582, -3.1956, 1.3432)
H (2.9010, -2.4748, 0.3932)

Cartesian forces, eV/Å:
0.1349 -0.4512 -1.1381
0.1069 0.1465 0.0564
0.1944 0.2117 -0.0605
0.0223 0.1787 -0.1874
-0.5553 0.0179 -0.5997
0.1891 -0.3149 0.5799
-0.3426 -0.0031 -0.4122
0.9591 0.3457 0.9314
-0.7299 -0.5703 -0.1483
-0.1225 -0.3607 0.1200
0.6743 0.4092 -1.0102
0.1607 -0.7391 1.7878
0.0082 0.3744 -1.3361
-0.4520 -0.2206 0.6468
-0.4089 0.3921 -0.4504
0.4997 -0.4669 -0.3455
-0.2951 -0.2146 0.5880
0.0282 -0.2312 -0.0285
-0.2451 -0.5411 0.6807
-0.0931 -0.1092 -0.2104
0.0991 -0.0301 -0.0613
0.0047 0.0123 0.0082
-0.1022 0.0552 -0.1431
0.8279 0.2552 0.0645
-0.0707 0.0504 -0.0892
-0.0745 -0.0934 0.0666
0.0086 -0.0260 0.0935
0.0526 -0.0962 0.0658
0.0966 0.0200 0.1819
-0.0006 0.0049 -0.1438
-0.0251 0.0330 -0.1231
-0.0350 0.0315 -0.0102
0.1424 0.1102 -0.0793
0.1056 -0.0430 0.0996
0.0349 -0.0407 0.0547
-0.1132 -0.1167 0.0932
-0.0476 -0.0035 -0.2041
0.1222 -0.1677 0.0863
-0.0353 1.4384 0.5136
-0.0231 -0.2975 -0.1534
-0.1298 0.0938 -0.0467
0.0093 0.0954 0.0518
-0.0591 0.1050 -0.0365
0.0293 -0.0139 0.0986
-0.0144 0.0273 -0.1320
-0.1426 0.2702 0.4235
-0.2525 -0.6900 -0.0947
0.1715 0.3787 -0.1507
-0.1148 0.0375 0.0377
0.0522 0.0234 0.2409
0.2112 0.6371 -0.6945
-0.7746 0.2670 0.1078
0.1532 -0.0564 -0.1076
0.1936 0.0082 0.0371
-0.1229 -0.0601 0.0080
0.0797 0.0606 0.0579
-0.1222 -0.0350 -0.0848
0.1984 -0.0225 0.2109
0.2606 0.1836 -0.3631
-0.0645 0.0205 0.8614
0.3228 -0.5415 -0.3496
0.1077 0.0875 0.0897
-1.0152 -0.1811 -0.0031
-0.9944 0.2018 -0.0880
0.0028 -0.1797 -0.0623
0.0512 0.0736 -0.0894
0.0345 0.0424 -0.0962
0.0418 -0.1759 -0.0093
0.0102 -0.0464 -0.0084
0.0534 0.0398 0.0021
0.0358 0.0326 0.1011
-0.0363 -0.0620 0.0863
-0.0674 -0.0575 0.0987
-0.0401 0.0305 0.0360
0.1144 0.0680 -0.0465
0.1290 0.0851 0.0489
-0.0354 0.0024 0.0243
-0.1442 -0.0722 0.5091
-0.0370 -0.0113 -0.0075
-0.0921 -0.0159 0.0032
-0.1523 0.0001 -0.0687
0.0245 0.0133 -0.1216
0.0510 0.0198 -0.0821
-0.0038 0.0715 0.0218
-0.0279 0.0284 -0.1864
-0.0536 0.0058 -0.1954
0.0940 0.2001 0.1633
0.2032 0.1090 -0.1006
0.4683 0.2229 0.2122
-0.0262 -0.1005 -0.0257
0.8387 -0.1601 -0.0937
0.4705 -0.0690 0.0088
-0.4914 0.0668 0.1835
0.3943 0.0637 0.2341
-0.9423 -0.0197 0.1949
0.0388 -0.0702 -0.6320
0.8466 0.1245 1.1150
-0.3530 -0.0200 0.1219
0.1309 -0.0493 -0.7188
0.2702 0.0129 -0.0213
0.0047 -0.0006 -0.0781
-0.0102 -0.0211 -0.0703
-0.1676 -0.1383 -0.1772
-0.2055 0.1056 -0.2438
-0.1056 0.0045 0.1122

Calculated values
E_HOMO (spin up / spin down) (eV): -12.0 / -12.1
Electronic energy (eV): -120111.785
2S+1: 4
Total charge: +2